Record 1
The following is a DFT calculation (ωB97M-V/def2-TZVPD) of C25H27N5O6 in the gas phase at a distorted geometry.

XYZ file:
```
63
Properties=species:S:1:pos:R:3
C -0.92 3.05 -3.66
C 0.25 3.58 -2.85
N 0.35 2.94 -1.54
C 1.68 3.07 -0.95
C 2.13 4.48 -0.57
C -0.72 3.36 -0.65
C -0.63 2.69 0.71
O -0.51 3.34 1.73
N -0.69 1.33 0.74
C -0.53 0.66 1.98
C -1.45 0.84 3.00
C -1.32 0.17 4.20
C -0.26 -0.70 4.39
C 0.67 -0.88 3.39
C 0.55 -0.20 2.18
O 1.59 -0.41 1.30
C 1.56 -0.35 -0.04
C 0.51 -0.06 -0.86
C 0.67 -0.17 -2.30
O -0.25 -0.03 -3.09
N 1.96 -0.45 -2.74
C 2.21 -0.50 -4.17
C 3.04 -0.69 -1.93
O 4.14 -0.91 -2.37
N 2.78 -0.68 -0.56
C 3.88 -1.00 0.33
C -0.83 0.44 -0.40
C -1.80 -0.66 -0.01
C -3.16 -0.35 0.07
C -4.08 -1.30 0.50
C -3.66 -2.56 0.87
C -2.30 -2.86 0.80
N -1.83 -4.16 1.21
O -2.66 -4.98 1.52
O -0.63 -4.34 1.23
C -1.38 -1.92 0.36
H -1.88 3.40 -3.27
H -0.91 1.97 -3.67
H -0.84 3.41 -4.69
H 0.17 4.67 -2.76
H 1.18 3.35 -3.38
H 2.39 2.64 -1.66
H 1.70 2.45 -0.05
H 3.15 4.45 -0.20
H 2.10 5.15 -1.43
H 1.49 4.89 0.21
H -0.71 4.45 -0.47
H -1.67 3.10 -1.11
H -2.27 1.53 2.84
H -2.04 0.33 4.99
H -0.15 -1.23 5.32
H 1.51 -1.55 3.52
H 1.27 -0.29 -4.67
H 2.58 -1.48 -4.44
H 2.96 0.25 -4.43
H 3.64 -1.89 0.91
H 4.75 -1.19 -0.29
H 4.07 -0.17 1.00
H -1.25 0.99 -1.25
H -3.50 0.63 -0.22
H -5.13 -1.05 0.54
H -4.35 -3.31 1.22
H -0.34 -2.21 0.30
```

Computed properties:
SMILES ... CCN(CC)CC(=O)N1c2ccccc2Oc2c(c(=O)n(C)c(=O)n2C)[C@H]1c1cccc([N+](=O)[O-])c1
F_max ... 1.31 eV/A
Frontier orbital gap ... 8.129 eV
HOMO level ... -8.7 eV
Electronic energy ... -46097.5424 eV

=====

Record 2
The following is a DFT calculation (ωB97M-V/def2-TZVPD) of C10H18ClLuNO4 as an isolated structure at a distorted geometry.

XYZ file:
```
35
Properties=species:S:1:pos:R:3
C 2.92 -1.74 0.27
C 1.63 -1.61 -0.53
C 0.39 -2.39 -0.17
C -0.32 -1.79 1.06
N -1.70 -1.60 0.67
C -2.06 -0.35 0.05
Cl -1.05 -0.20 -1.67
C -1.78 0.94 0.89
C -0.58 1.69 0.37
O 0.04 2.61 1.26
C 1.35 2.76 0.97
C 1.63 2.84 -0.57
O 2.24 2.83 1.73
O -3.36 -0.50 -0.21
C -4.03 0.08 -1.34
O -4.60 -0.61 -2.09
H 3.26 -2.79 0.26
H 3.77 -1.15 -0.14
H 2.78 -1.41 1.31
H 1.90 -1.83 -1.61
H 1.33 -0.50 -0.42
H -0.30 -2.36 -1.02
H 0.68 -3.43 -0.02
H 0.16 -0.85 1.40
H -0.23 -2.47 1.90
H -2.33 -1.70 1.47
H -1.65 0.64 1.94
H -2.65 1.61 0.80
H -0.87 2.21 -0.55
H 0.20 0.95 0.11
H 2.62 2.36 -0.74
H 0.83 2.34 -1.15
H 1.69 3.86 -0.97
H -4.00 1.18 -1.37
Lu 2.11 0.40 -1.88
```

Computed properties:
F_max ... 3.35 eV/A
Frontier orbital gap ... 4.907 eV
HOMO level ... -19.9 eV
Electronic energy ... -66447.6801 eV
Net charge ... +3

=====

Record 3
The following is a DFT calculation (ωB97M-V/def2-TZVPD) of an isolated ion of composition C7H15N2O and charge +1 at a distorted geometry.

XYZ file:
```
25
Properties=species:S:1:pos:R:3
C -2.24 1.28 0.95
C -1.98 0.34 -0.18
C -1.80 -1.06 0.21
O -2.10 -2.13 -0.58
N -0.65 -0.18 -0.02
C 0.19 -0.51 -1.21
C 1.56 -0.61 -0.60
C 2.42 0.58 -0.69
C 2.28 0.85 0.83
N 1.50 -0.41 0.84
H -1.71 2.22 0.73
H -1.91 0.77 1.82
H -3.27 1.49 1.15
H -2.53 0.41 -1.14
H -1.90 -1.58 1.22
H -2.64 -1.80 -1.32
H 0.02 0.37 -1.81
H -0.02 -1.41 -1.80
H 2.04 -1.53 -0.93
H 2.08 1.38 -1.30
H 3.41 0.38 -0.91
H 3.13 0.84 1.44
H 1.71 1.73 1.00
H 1.96 -1.08 1.42
H 0.44 -0.36 0.87
```

Computed properties:
SMILES ... C[C@@H]1[C@@H](O)N1C[C@H]1CC[NH2+]1
F_max ... 3.95 eV/A
Energy relative to the best compared isomer or geometry (same formula, charge and spin) ... 98.91 kcal per mole
Frontier orbital gap ... 11.154 eV
HOMO level ... -13.9 eV
Electronic energy ... -12520.3758 eV
Net charge ... +1

=====

Record 4
The following is a DFT calculation (ωB97M-V/def2-TZVPD) of C13H17BrN2O in the gas phase at a distorted geometry.

XYZ file:
```
34
Properties=species:S:1:pos:R:3
C 2.34 0.63 3.12
N 1.72 -0.50 2.43
C 2.37 -0.99 1.14
C 1.80 -0.24 -0.02
C 0.53 -0.96 -0.41
N -0.69 -0.84 0.54
C -1.55 -0.08 0.02
O -2.45 0.11 0.85
C -1.79 0.43 -1.37
C -1.48 1.83 -1.63
C -1.74 2.16 -2.89
C -2.12 1.63 -3.93
C -2.13 0.05 -3.63
Br -2.75 -1.15 -5.22
C -2.02 -0.63 -2.38
C -0.33 -1.29 1.72
C 0.35 -0.53 2.76
H 2.35 1.68 2.52
H 3.49 0.46 3.19
H 1.99 0.96 4.17
H 3.37 -0.73 1.38
H 2.35 -2.08 1.17
H 1.59 1.00 0.17
H 2.53 -0.34 -0.62
H 0.24 -0.46 -1.45
H 0.90 -2.19 -0.69
H -1.37 2.36 -0.65
H -1.73 3.41 -3.02
H -2.31 1.81 -4.83
H -2.34 -1.61 -2.13
H 0.31 -2.33 1.57
H -1.46 -1.46 2.04
H 0.05 0.52 2.33
H -0.01 -0.67 3.77
```

Computed properties:
SMILES ... CN1CCCN(C(=O)c2cccc(Br)c2)CC1
F_max ... 14.52 eV/A
Energy relative to the best compared isomer or geometry (same formula, charge and spin) ... 260.35 kcal per mole
Frontier orbital gap ... 8.074 eV
HOMO level ... -8.0 eV
Electronic energy ... -88816.5814 eV

=====

Record 5
The following is a DFT calculation (ωB97M-V/def2-TZVPD) of C5H6N2 in the gas phase at a distorted geometry.

XYZ file:
```
13
Properties=species:S:1:pos:R:3
C 1.06 1.40 -1.05
C -0.81 -0.07 1.18
C -1.23 1.07 1.07
C 0.29 -0.86 0.52
C 0.07 -0.73 -0.90
N 1.51 2.43 -0.70
N 0.29 0.52 -1.49
H -1.31 -0.87 1.81
H -1.24 2.03 0.62
H 1.26 -0.56 0.82
H 0.23 -1.99 0.82
H 0.78 -1.41 -1.61
H -0.91 -0.96 -1.10
```

Computed properties:
F_max ... 5.68 eV/A
Energy relative to the best compared isomer or geometry (same formula, charge and spin) ... 179.64 kcal per mole
Frontier orbital gap (spin up / spin down) ... 4.988 / 3.690 eV
HOMO level (spin up / spin down) ... -7.8 / -7.1 eV
Electronic energy ... -8254.5684 eV

=====

Record 6
The following is a DFT calculation (ωB97M-V/def2-TZVPD) of C4H5NOS2 in the gas phase.

XYZ file:
```
13
Properties=species:S:1:pos:R:3
O 2.74 0.26 -0.06
C 1.57 0.00 -0.16
C 0.56 1.08 -0.57
C -0.61 1.35 0.35
N -1.71 0.74 0.43
S -1.88 -0.70 -0.54
C -0.70 -1.74 0.32
S 1.08 -1.70 -0.05
H 0.16 0.78 -1.57
H 1.15 2.01 -0.69
H -0.54 2.25 1.01
H -0.83 -1.57 1.41
H -0.98 -2.77 0.10
```

Computed properties:
SMILES ... O=C1CC=NSCS1
F_max ... 0.90 eV/A
Energy relative to the best compared isomer or geometry (same formula, charge and spin) ... 26.46 kcal per mole
Frontier orbital gap ... 9.342 eV
HOMO level ... -9.0 eV
Electronic energy ... -29435.9468 eV